68
Properties=species:S:1:pos:R:3:forces:R:3 method="wB97M-V/def2-TZVPD" max_force_ha_per_bohr=0.0324 molar_mass_g_mol=837.6 multiplicity=5 energy_ha=-4968.373444 de_lowest_kcal_mol=35.0 total_charge=+2 homo_lumo_gap_ev="7.95 / 5.49"
Pt 1.496 0.289 0.597 0.5 0.3 -1.6
Br 4.356 0.305 0.599 -0.6 0.0 -0.1
S -1.244 0.419 -0.446 0.0 0.1 0.1
F 1.096 -9.013 1.518 0.0 0.0 0.0
F 2.718 -9.084 0.083 0.0 0.0 0.0
F 0.667 -8.963 -0.602 0.0 0.0 0.0
O 1.134 4.188 -0.626 -0.3 -0.2 0.0
O 2.658 1.292 6.402 0.2 0.1 0.2
O 1.247 2.343 0.622 -0.3 -0.4 0.7
N -0.527 4.469 -3.156 0.2 0.0 0.4
N 1.577 0.311 2.598 0.3 0.1 -0.1
N -3.761 1.068 -0.072 0.2 0.0 -0.5
N -2.800 -0.373 1.536 0.8 -0.2 0.2
N -2.466 3.270 -3.559 -0.6 -0.6 0.2
N 1.773 0.790 -1.487 0.0 -0.4 0.5
N -2.100 4.230 -1.502 0.3 -0.1 -0.2
C 0.996 0.454 4.873 0.0 0.0 0.2
C 1.571 -7.037 0.364 0.0 0.2 0.0
C -4.947 0.982 0.526 0.2 0.1 0.2
C 3.195 1.131 4.136 0.1 0.1 0.4
C 0.365 -4.987 0.640 -0.1 -0.2 0.0
C 1.569 -4.272 0.411 0.0 0.4 0.0
C -3.965 -0.433 2.163 -0.3 -0.1 -0.1
C 1.014 2.671 -4.008 -0.2 0.1 0.4
C -5.094 0.220 1.691 0.2 0.0 -0.1
C 1.557 -2.884 0.420 0.0 -0.5 0.0
C 0.670 0.144 3.578 -0.1 -0.1 0.1
C 2.769 0.787 2.892 -0.2 0.0 0.5
C 1.424 3.014 -0.457 0.4 0.0 -1.1
C 2.186 2.807 -2.999 0.1 -0.2 0.0
C 1.520 -1.650 0.466 0.2 0.7 0.3
C -6.076 1.762 -0.064 -0.1 0.0 0.0
C 2.271 0.963 5.181 -0.1 -0.1 -0.6
C -2.727 0.367 0.434 -1.2 0.2 0.2
C -1.684 3.972 -2.746 -0.1 0.3 0.5
C 0.216 3.957 -4.288 0.3 -0.4 -0.2
C 2.776 -4.979 0.183 0.1 -0.1 -0.1
C 1.526 -8.549 0.338 -0.1 -0.2 0.0
C 0.372 -6.357 0.613 0.0 0.1 0.0
C 2.177 2.217 -1.571 -0.5 0.8 0.2
C 2.769 -6.353 0.155 0.0 0.0 0.0
H -3.252 2.749 -3.170 0.4 0.3 -0.3
H 3.050 2.330 -3.467 0.1 0.2 -0.1
H 1.443 2.383 -4.969 -0.1 -0.1 0.0
H -0.479 3.775 -5.109 0.2 0.1 -0.1
H 1.987 1.145 7.079 -0.1 0.0 -0.1
H 3.683 -6.902 -0.023 0.0 0.0 0.0
H -0.536 -6.918 0.785 0.0 0.0 0.0
H -2.233 3.143 -4.527 -0.1 0.0 0.0
H 0.269 0.310 5.661 -0.1 0.0 -0.1
H -1.453 4.632 -0.837 -0.1 -0.1 0.0
H 0.033 4.914 -2.439 0.0 0.0 0.1
H -3.001 3.919 -1.191 0.0 0.0 0.1
H -3.990 -1.041 3.060 -0.1 0.0 0.0
H -6.045 0.160 2.199 0.0 -0.1 0.0
H -0.301 -0.245 3.299 0.0 0.0 -0.1
H 2.436 3.862 -2.887 0.1 0.0 0.1
H 3.693 -4.428 0.029 0.0 0.0 0.0
H -0.548 -4.440 0.832 0.0 0.0 0.0
H -7.038 1.379 0.269 0.0 0.0 0.0
H -6.030 1.737 -1.151 0.0 0.0 0.0
H 2.507 0.199 -1.871 0.0 0.0 0.0
H -6.009 2.805 0.253 0.0 0.0 0.0
H 4.184 1.518 4.336 0.0 0.0 0.0
H 0.902 4.737 -4.613 -0.1 0.1 0.0
H 0.933 0.636 -2.035 0.0 0.0 -0.1
H 0.311 1.876 -3.734 0.0 -0.1 0.0
H 3.209 2.279 -1.214 0.0 -0.2 0.0

***

65
Properties=species:S:1:pos:R:3:forces:R:3 method="wB97M-V/def2-TZVPD" max_force_ha_per_bohr=0.0075 molar_mass_g_mol=669.6 energy_ha=-3257.431606 homo_lumo_gap_ev=7.75
Sr -0.306 -0.619 -1.003 0.0 -0.2 -0.1
Cl -3.253 0.836 -5.540 0.2 0.0 0.1
Cl -1.897 1.976 -3.237 0.0 0.0 0.0
Cl -0.401 1.369 -5.654 0.2 0.0 -0.1
S -3.017 1.325 2.803 0.0 0.0 0.0
O 2.147 2.137 -3.285 0.0 0.0 0.0
O 0.897 0.308 -2.870 -0.1 0.0 0.1
N 2.501 0.981 -1.378 0.0 0.1 0.0
N 2.454 -0.317 -0.791 0.0 0.0 0.0
N -1.418 -1.498 -3.603 0.0 -0.1 -0.1
N -1.263 0.713 1.026 0.1 0.1 0.1
N -0.516 -3.941 -2.032 0.0 0.0 0.0
N 0.229 -3.241 -1.154 0.1 0.0 0.0
C -5.103 -2.141 -0.676 0.0 0.0 0.0
C 0.617 2.179 1.678 0.0 0.0 0.0
C 1.036 -4.130 -0.591 -0.1 0.0 0.1
C -2.490 0.450 1.386 0.0 0.0 -0.1
C -0.670 1.660 1.850 0.0 0.0 0.0
C -0.203 -5.247 -2.050 0.0 0.0 0.0
C 0.263 3.564 3.606 0.0 0.0 0.0
C -4.661 -0.716 1.186 0.0 0.0 0.0
C -2.900 -1.044 -0.531 0.0 -0.1 -0.1
C 3.269 3.156 1.247 0.0 0.0 0.0
C 3.282 3.557 3.697 0.0 0.0 0.0
C -0.891 -6.217 -2.948 0.0 0.0 0.0
C 0.799 -5.413 -1.117 0.0 0.0 0.0
C 2.481 3.766 2.405 0.0 0.0 0.0
C 2.323 5.270 2.140 0.0 0.0 0.0
C -3.830 -1.884 -1.167 0.0 0.0 0.0
C -1.478 2.111 2.891 0.0 0.0 0.0
C 1.096 3.137 2.554 0.0 0.0 0.0
C -1.511 -0.466 -4.090 0.1 0.1 0.1
C 1.807 1.164 -2.630 0.0 0.1 0.0
C -3.384 -0.474 0.664 0.1 0.1 0.1
C 2.024 -3.722 0.452 0.0 0.0 0.0
C -1.012 3.070 3.785 0.0 0.0 0.0
C -1.716 0.889 -4.622 -0.4 -0.1 0.0
C -5.526 -1.557 0.514 0.0 0.0 0.0
H 2.799 4.022 4.556 0.0 0.0 0.0
H 3.431 2.086 1.398 0.0 0.0 0.0
H 4.247 3.635 1.184 0.0 0.0 0.0
H 1.795 5.768 2.954 0.0 0.0 0.0
H -1.964 -6.238 -2.752 0.0 0.0 0.0
H -3.559 -2.361 -2.109 0.0 0.0 0.0
H 3.430 1.378 -1.444 0.0 0.0 0.0
H -0.743 -5.957 -3.997 0.0 0.0 0.0
H 4.277 3.997 3.595 0.0 0.0 0.0
H -4.984 -0.254 2.114 0.0 0.0 0.0
H -6.515 -1.754 0.906 0.0 0.0 0.0
H 2.870 -0.247 0.131 0.0 0.0 0.0
H -1.632 3.426 4.597 0.0 0.0 0.0
H 1.791 -2.729 0.836 0.0 0.0 0.0
H 1.212 1.847 0.834 0.0 0.0 0.0
H 3.304 5.738 2.038 0.0 0.0 0.0
H 0.623 4.315 4.298 0.0 0.0 0.0
H 2.765 3.293 0.289 0.0 0.0 0.0
H 3.038 -3.706 0.048 0.0 0.0 0.0
H 3.399 2.493 3.913 0.0 0.0 0.0
H 3.000 -0.987 -1.329 0.0 0.0 0.0
H 1.288 -6.334 -0.850 0.0 0.0 0.0
H -1.157 -3.435 -2.626 0.0 0.0 0.0
H 1.764 5.443 1.218 0.0 0.0 0.0
H -5.777 -2.797 -1.218 0.0 0.0 0.0
H 2.015 -4.419 1.290 0.0 0.0 0.0
H -0.497 -7.217 -2.787 0.0 0.0 0.0

***

57
Properties=species:S:1:pos:R:3:forces:R:3 method="wB97M-V/def2-TZVPD" max_force_ha_per_bohr=0.0189 molar_mass_g_mol=409.5 energy_ha=-1353.098849 de_lowest_kcal_mol=0.0 total_charge=+1 homo_lumo_gap_ev=6.68
F 1.528 -8.056 3.083 0.0 0.0 0.0
F -2.681 2.751 -2.694 0.0 0.0 0.0
O 1.234 -1.677 1.558 0.2 0.2 -0.4
N 3.076 -0.886 0.458 -0.4 0.0 0.9
N -1.437 2.357 0.092 0.0 0.2 -0.4
C -1.743 1.533 2.201 -0.3 -0.2 -0.5
C 1.376 -5.841 2.324 0.0 0.0 0.0
C 1.896 -7.113 2.196 0.0 0.0 0.0
C 4.047 2.614 1.271 -0.1 -0.1 0.2
C -4.577 3.204 -1.393 0.0 0.1 0.2
C -6.728 3.404 -2.432 0.0 0.0 0.0
C 4.189 3.154 0.004 0.1 0.1 -0.1
C 3.650 1.018 -0.957 0.0 0.1 -0.2
C -1.689 2.695 1.292 0.2 0.0 0.2
C 0.375 0.828 -0.381 -0.3 -0.2 -0.1
C 2.780 -7.453 1.191 0.0 -0.1 0.0
C 0.817 -0.641 -0.552 0.5 0.2 -0.3
C -5.942 3.431 -1.289 0.0 0.0 -0.1
C 3.997 2.352 -1.112 -0.1 0.1 0.0
C 3.688 1.284 1.430 0.0 0.0 0.0
C 3.153 -6.476 0.280 0.0 0.0 0.0
C -1.128 0.918 -0.118 0.5 0.3 0.6
C 3.485 0.490 0.310 0.0 -0.1 -0.3
C -6.148 3.153 -3.671 0.0 0.0 0.1
C -4.031 2.965 -2.632 0.0 0.0 0.0
C 1.760 -4.871 1.409 0.0 0.0 -0.1
C -1.529 0.323 1.253 -0.4 0.3 -0.2
C -4.782 2.931 -3.784 0.1 0.0 -0.1
C 2.646 -5.188 0.387 0.0 0.0 0.0
C 1.700 -1.104 0.590 -0.2 -0.2 0.1
H 1.371 -3.864 1.493 0.0 -0.1 0.1
H -6.764 3.130 -4.559 0.0 0.0 0.0
H 3.841 -6.725 -0.517 0.0 0.0 0.0
H -1.376 3.018 -0.677 -0.1 0.0 0.0
H 3.165 -8.462 1.132 0.0 0.0 0.0
H 3.563 0.864 2.421 0.0 0.0 0.0
H -4.311 2.741 -4.739 0.0 0.0 0.0
H -2.492 -0.165 1.142 0.1 -0.4 0.1
H -3.930 3.222 -0.528 -0.1 0.0 0.1
H -1.727 0.574 -0.958 0.0 -0.1 0.0
H 3.507 0.385 -1.822 0.1 -0.1 0.0
H 4.472 4.191 -0.113 0.0 0.0 0.0
H -1.042 1.631 3.027 0.0 0.0 0.1
H 0.685 -5.622 3.127 0.0 0.0 0.0
H 0.641 1.414 -1.260 0.0 0.0 0.0
H 4.211 3.222 2.150 0.0 0.1 0.0
H 1.378 -0.749 -1.479 -0.1 0.0 0.0
H 0.874 1.284 0.476 0.1 0.1 0.0
H -2.762 1.506 2.596 0.1 0.1 0.4
H -7.792 3.578 -2.360 0.0 0.0 0.0
H 4.122 2.769 -2.101 0.0 0.0 0.0
H -1.845 3.731 1.570 0.0 0.0 -0.1
H -0.035 -1.314 -0.613 0.0 0.0 0.1
H -6.387 3.627 -0.324 0.0 0.0 0.0
H 2.945 -4.430 -0.327 0.0 0.0 0.0
H 3.483 -1.289 1.299 0.2 0.0 -0.1
H -0.778 -0.363 1.635 -0.1 -0.2 -0.1

***

62
Properties=species:S:1:pos:R:3:forces:R:3 method="wB97M-V/def2-TZVPD" max_force_ha_per_bohr=0.0341 molar_mass_g_mol=544.4 energy_ha=-3355.298529 de_lowest_kcal_mol=24.2 total_charge=+1 homo_lumo_gap_ev="7.24 / 7.24"
Fe -0.108 -0.572 0.411 1.2 -0.7 1.1
S 0.336 -2.649 1.576 0.0 -0.1 -0.5
P -1.763 -2.060 -0.711 0.0 0.5 -0.3
N -1.380 -0.395 1.785 -1.0 0.1 1.0
N -0.527 0.334 -2.220 -0.1 0.2 -0.6
N -1.414 -3.474 3.372 0.1 0.0 -0.1
N 1.502 -0.777 -0.910 0.0 -0.2 -0.7
N -1.845 -1.398 2.593 0.4 0.2 -0.2
N 1.538 -0.017 1.527 -0.3 0.1 0.2
N -0.419 1.468 0.349 -0.4 0.1 -0.6
C -1.921 0.760 1.985 0.0 0.0 -0.1
C -1.056 -2.455 2.560 -0.2 -0.1 0.3
C 2.427 -1.732 -2.889 0.0 0.0 0.0
C 3.478 -2.253 -2.156 0.1 0.0 -0.1
C -0.942 -3.150 -1.921 0.0 -0.1 -0.1
C 2.605 0.661 3.541 0.0 0.0 0.0
C 0.213 2.389 -0.378 0.0 0.0 0.2
C 2.604 -1.155 -0.240 -0.1 0.1 -0.1
C -2.718 -3.310 0.217 0.0 0.0 0.1
C 3.786 0.072 3.125 0.1 0.0 0.0
C 3.599 -1.924 -0.819 0.0 0.1 0.1
C -1.131 4.131 0.541 0.0 0.1 0.0
C -1.786 3.186 1.308 0.1 -0.1 0.0
C -1.456 1.090 -2.794 0.1 0.1 -0.1
C -1.392 1.856 1.191 0.1 -0.2 0.0
C 1.501 0.590 2.709 0.0 0.0 0.0
C 2.677 -0.582 1.122 0.1 -0.1 -0.1
C 3.828 -0.558 1.891 0.0 0.0 0.0
C -0.106 3.732 -0.309 0.0 0.0 0.0
C 0.392 -0.234 -2.991 0.2 -0.2 0.3
C 0.418 -0.081 -4.374 0.0 0.0 0.0
C -0.562 0.701 -4.964 0.0 0.0 0.0
C 1.463 -0.970 -2.241 -0.1 0.1 0.1
C -1.517 1.306 -4.162 0.0 0.0 0.0
C -3.160 -1.403 -1.698 -0.1 0.0 -0.1
H -3.800 -2.216 -2.047 0.0 0.0 0.1
H 0.995 2.020 -1.028 0.0 0.0 0.0
H -2.061 -4.002 0.736 0.0 0.0 0.0
H -3.764 -0.737 -1.079 0.0 0.0 0.0
H -2.149 -3.328 4.043 0.0 0.0 0.0
H 1.191 -0.537 -4.974 0.0 0.0 0.0
H -0.569 -2.587 -2.774 0.0 0.0 0.0
H -3.368 -2.830 0.947 0.0 0.0 0.0
H 4.742 -1.009 1.535 0.0 0.0 0.0
H -1.411 5.174 0.612 0.0 0.0 0.0
H -3.329 -3.864 -0.496 0.0 0.0 0.0
H 2.531 1.163 4.495 0.0 0.0 0.0
H -0.572 0.848 -6.036 0.0 0.0 0.0
H 0.548 1.013 3.002 0.0 0.0 0.0
H -0.107 -3.661 -1.440 0.0 0.0 0.0
H 0.438 4.446 -0.911 0.0 0.0 0.0
H -2.822 -0.854 -2.571 0.0 0.0 0.0
H 4.669 0.106 3.748 0.0 0.0 0.0
H 4.445 -2.257 -0.237 0.0 0.0 0.0
H -2.185 1.543 -2.128 0.0 0.0 0.0
H -2.578 3.461 1.989 0.0 0.0 0.0
H -2.687 0.888 2.740 0.0 0.0 0.0
H 2.359 -1.915 -3.951 0.0 0.0 0.0
H 4.224 -2.872 -2.635 0.0 0.0 0.0
H -2.292 1.933 -4.581 0.0 0.0 0.0
H -1.643 -3.899 -2.295 0.0 0.0 0.0
H -0.805 -4.265 3.466 0.0 0.0 0.0